C36H75N2O12 | ωB97M-V/def2-TZVPD

Properties
orbital gap	9.12	eV
E_tot	-2428.8127	Ha
total charge	+1
E_LUMO	-0.0804	Eh

Positions of all 125 atoms, in Å:
C (4.76, -0.34, 1.30)
O (5.68, -0.81, 0.34)
C (5.38, -0.42, -0.98)
C (4.56, -1.45, -1.79)
C (4.12, -2.70, -1.02)
C (2.85, -3.32, -1.60)
C (2.27, -4.46, -0.74)
C (0.84, -4.18, -0.28)
C (-0.20, -4.29, -1.40)
N (-1.14, -3.11, -1.37)
C (-1.93, -3.03, -2.63)
C (-1.15, -2.49, -3.79)
N (0.09, -2.25, -3.67)
C (-2.06, -3.22, -0.16)
C (-2.18, -2.00, 0.78)
C (-1.55, -0.66, 0.43)
C (-2.16, 0.12, -0.76)
C (-1.10, 0.67, -1.70)
O (-0.26, 1.52, -0.95)
C (1.09, 1.53, -1.38)
H (3.83, -0.92, 1.30)
H (4.52, 0.72, 1.12)
H (5.23, -0.45, 2.28)
H (4.85, 0.54, -0.96)
H (6.34, -0.23, -1.48)
H (5.13, -1.77, -2.67)
H (3.66, -0.95, -2.18)
H (4.93, -3.44, -1.03)
H (3.94, -2.46, 0.03)
H (3.03, -3.67, -2.63)
H (2.10, -2.52, -1.69)
H (2.89, -4.63, 0.14)
H (2.28, -5.40, -1.32)
H (0.57, -4.85, 0.55)
H (0.82, -3.16, 0.14)
H (-0.81, -5.18, -1.29)
H (0.28, -4.30, -2.38)
H (-0.53, -2.29, -1.29)
H (-2.84, -2.44, -2.46)
H (-2.25, -4.05, -2.86)
H (-1.72, -2.33, -4.71)
H (0.50, -1.90, -4.53)
H (-1.68, -4.06, 0.43)
H (-3.03, -3.52, -0.56)
H (-1.75, -2.31, 1.74)
H (-3.25, -1.88, 0.95)
H (-0.46, -0.75, 0.30)
H (-1.66, -0.05, 1.33)
H (-2.93, -0.44, -1.29)
H (-2.67, 0.99, -0.35)
H (-1.56, 1.24, -2.51)
H (-0.50, -0.13, -2.16)
H (1.60, 2.33, -0.84)
H (1.17, 1.73, -2.45)
H (1.59, 0.58, -1.15)
O (4.44, 4.86, 5.03)
C (5.38, 4.44, 4.42)
O (5.43, 4.66, 3.09)
C (6.55, 4.29, 2.28)
C (6.45, 2.85, 1.82)
C (6.46, 3.62, 5.08)
H (7.48, 4.49, 2.80)
H (6.50, 4.96, 1.43)
H (6.48, 2.16, 2.66)
H (7.27, 2.61, 1.14)
H (5.51, 2.70, 1.28)
H (6.14, 2.58, 5.10)
H (6.56, 3.97, 6.11)
H (7.43, 3.68, 4.59)
O (5.63, 3.18, -1.34)
C (6.53, 3.63, -1.99)
O (6.54, 4.95, -2.25)
C (7.64, 5.62, -2.89)
C (7.55, 5.54, -4.40)
C (7.63, 2.75, -2.55)
H (8.59, 5.23, -2.52)
H (7.55, 6.65, -2.55)
H (7.62, 4.52, -4.76)
H (8.35, 6.12, -4.85)
H (6.59, 5.96, -4.74)
H (7.29, 2.35, -3.51)
H (7.78, 1.92, -1.87)
H (8.58, 3.26, -2.71)
O (-5.22, -1.84, 2.19)
C (-5.60, -0.75, 2.55)
O (-6.91, -0.55, 2.64)
C (-7.49, 0.64, 3.20)
C (-7.62, 1.75, 2.17)
C (-4.64, 0.37, 2.85)
H (-6.93, 0.96, 4.08)
H (-8.47, 0.32, 3.54)
H (-6.64, 2.08, 1.80)
H (-8.12, 2.60, 2.61)
H (-8.20, 1.40, 1.32)
H (-4.42, 0.90, 1.92)
H (-3.72, -0.05, 3.23)
H (-5.01, 1.10, 3.57)
O (-5.18, 0.92, -2.40)
C (-4.72, 1.47, -3.35)
O (-4.80, 2.81, -3.43)
C (-4.15, 3.58, -4.45)
C (-4.97, 3.68, -5.71)
C (-4.09, 0.70, -4.50)
H (-3.14, 3.19, -4.63)
H (-4.02, 4.56, -3.99)
H (-5.11, 2.71, -6.18)
H (-4.47, 4.33, -6.43)
H (-5.95, 4.09, -5.49)
H (-4.88, 0.40, -5.18)
H (-3.65, -0.20, -4.08)
H (-3.33, 1.24, -5.05)
O (-7.56, -2.67, 7.65)
C (-6.93, -3.29, 6.85)
O (-7.31, -3.24, 5.55)
C (-6.52, -3.78, 4.49)
C (-6.77, -5.26, 4.28)
C (-5.75, -4.15, 7.25)
H (-5.46, -3.56, 4.65)
H (-6.82, -3.22, 3.61)
H (-6.47, -5.85, 5.15)
H (-6.20, -5.62, 3.42)
H (-7.83, -5.44, 4.10)
H (-6.13, -5.13, 7.53)
H (-5.28, -3.69, 8.11)
H (-5.00, -4.28, 6.47)

Here are the Löwdin charges for atoms 1 to 99, given in e:
1 C -0.1066
2 O -0.1897
3 C -0.2126
4 C -0.1541
5 C -0.2013
6 C -0.2144
7 C -0.1853
8 C -0.1696
9 C -0.1197
10 N -0.0866
11 C -0.1042
12 C -0.1864
13 N 0.1341
14 C -0.0840
15 C -0.1497
16 C -0.1792
17 C -0.1581
18 C -0.2465
19 O -0.1805
20 C -0.0937
21 H 0.0738
22 H 0.0738
23 H 0.0951
24 H 0.1019
25 H 0.1135
26 H 0.1120
27 H 0.0951
28 H 0.1282
29 H 0.0900
30 H 0.1169
31 H 0.0842
32 H 0.1159
33 H 0.1173
34 H 0.1198
35 H 0.1197
36 H 0.1393
37 H 0.1183
38 H 0.1345
39 H 0.1271
40 H 0.1499
41 H 0.1283
42 H 0.0839
43 H 0.1205
44 H 0.1341
45 H 0.1219
46 H 0.0922
47 H 0.1087
48 H 0.1170
49 H 0.0996
50 H 0.1216
51 H 0.1227
52 H 0.0911
53 H 0.0971
54 H 0.0939
55 H 0.0765
56 O 0.1092
57 C -0.5310
58 O 0.0027
59 C -0.2281
60 C -0.0676
61 C 0.0125
62 H 0.1105
63 H 0.1222
64 H 0.0708
65 H 0.0831
66 H 0.0604
67 H 0.0924
68 H 0.0914
69 H 0.0685
70 O 0.0855
71 C -0.5279
72 O 0.0033
73 C -0.2298
74 C -0.0605
75 C 0.0201
76 H 0.1114
77 H 0.1253
78 H 0.0690
79 H 0.0846
80 H 0.0846
81 H 0.0974
82 H 0.0815
83 H 0.0727
84 O 0.0671
85 C -0.5252
86 O 0.0103
87 C -0.2150
88 C -0.0562
89 C 0.0263
90 H 0.1147
91 H 0.1289
92 H 0.0701
93 H 0.0856
94 H 0.0863
95 H 0.0922
96 H 0.0890
97 H 0.0769
98 O 0.0965
99 C -0.5414